Entry one
Computed, not measured: 2 unconnected molecules or ions with the total composition C4H7NO2, with ωB97M-V/def2-TZVPD.

Output
LUMO (spin up / spin down): 0.97 / -2.14 eV
Molar mass: 101.105 g mol⁻¹
HOMO-LUMO gap (spin up / spin down): 0.22884 / 0.28652 hartree

Geometry as ORCA input:
```
! wB97M-V def2-TZVPD RIJCOSX def2/J DEFGRID3
* xyz 0 3
C -0.862 -3.099 0.074
C -0.138 0.751 0.328
C 0.935 1.313 1.205
C -0.308 1.293 -1.083
N -0.212 -2.757 -0.825
O -0.893 -0.100 0.746
O 0.445 -2.378 -1.717
H -1.139 -3.333 1.069
H 0.354 1.804 1.900
H 1.448 2.103 0.864
H 1.425 0.544 1.650
H 0.022 2.286 -1.198
H -1.372 1.029 -1.390
H 0.295 0.543 -1.621
*
```

Entry two
Computed, not measured: 2 unconnected molecules or ions with the total composition C4H7NO2, with ωB97M-V/def2-TZVPD.

Output
LUMO (spin up / spin down): 1.08 / -0.56 eV
Molar mass: 101.105 g mol⁻¹
HOMO-LUMO gap (spin up / spin down): 0.25535 / 0.33446 hartree

Geometry as ORCA input:
```
! wB97M-V def2-TZVPD RIJCOSX def2/J DEFGRID3
* xyz 0 3
C 1.986 -0.653 0.161
C -1.884 -0.276 -0.696
C -2.124 -0.352 0.788
C 2.590 0.558 -0.299
N -0.827 -0.128 0.247
O 1.086 -1.211 0.631
O -0.127 0.983 0.348
H -1.993 -1.109 -1.360
H -1.968 0.703 -1.119
H -2.605 0.482 1.283
H -2.359 -1.328 1.206
H 3.600 0.310 0.069
H 2.594 0.624 -1.383
H 2.031 1.398 0.124
*
```

Sorted by energy, starting with the most stable: entry two, entry one.

Entry one
Computed, not measured: a single C2H6N2O molecule, with ωB97M-V/def2-TZVPD.

Output
LUMO: 0.84 eV
SMILES string: CNC(N)=O
Molar mass: 74.083 g mol⁻¹
HOMO-LUMO gap: 0.37300 hartree

Geometry as ORCA input:
```
! wB97M-V def2-TZVPD RIJCOSX def2/J DEFGRID3
* xyz 0 1
C 1.123 1.477 0.618
N 0.642 0.174 0.606
C -0.384 -0.311 -0.221
N -0.805 -1.650 -0.014
O -0.772 0.300 -1.213
H 0.914 1.978 1.632
H 2.203 1.418 0.413
H 0.572 2.232 0.053
H 1.281 -0.511 1.017
H -1.515 -1.901 -0.670
H -0.563 -2.277 0.730
*
```

Entry two
Computed, not measured: a single C2H6N2O molecule, with ωB97M-V/def2-TZVPD.

Output
LUMO: 0.73 eV
SMILES string: [H]/N=C\N(C)O
Molar mass: 74.083 g mol⁻¹
HOMO-LUMO gap: 0.35972 hartree

Geometry as ORCA input:
```
! wB97M-V def2-TZVPD RIJCOSX def2/J DEFGRID3
* xyz 0 1
C -1.363 -0.375 0.000
C 1.148 -0.571 -0.123
H -1.642 -1.316 -0.571
H -1.797 -0.597 1.093
H -2.111 0.436 -0.381
H -0.096 1.564 0.783
H 1.007 -1.626 -0.061
H 2.414 0.914 -0.280
N -0.042 0.149 -0.374
N 2.358 -0.072 0.042
O 0.125 1.494 -0.130
*
```

Entry three
Computed, not measured: a single C2H6N2O molecule, with ωB97M-V/def2-TZVPD.

Output
LUMO: 0.66 eV
SMILES string: C/N=C\NO
Molar mass: 74.083 g mol⁻¹
HOMO-LUMO gap: 0.36380 hartree

Geometry as ORCA input:
```
! wB97M-V def2-TZVPD RIJCOSX def2/J DEFGRID3
* xyz 0 1
C -1.438 -0.543 -0.201
C 0.341 1.117 0.012
H -0.865 -1.053 -1.017
H -2.514 -0.450 -0.382
H -1.398 -1.119 0.760
H 0.580 2.209 0.033
H 2.359 0.728 0.106
H 0.950 -1.073 0.943
N -0.903 0.785 0.092
N 1.491 0.382 -0.349
O 1.397 -0.983 0.003
*
```

Sorted by energy, starting with the most stable: entry one, entry three, entry two.

Entry one
Computed, not measured: 2 unconnected molecules or ions with the total composition C2H6N2O, with ωB97M-V/def2-TZVPD.

Output
LUMO (spin up / spin down): -0.27 / -0.27 eV
SMILES string: C=CN.N=O
Molar mass: 74.083 g mol⁻¹
HOMO-LUMO gap (spin up / spin down): 0.30578 / 0.30582 hartree

Geometry as ORCA input:
```
! wB97M-V def2-TZVPD RIJCOSX def2/J DEFGRID3
* xyz 0 1
C -0.223 0.784 -0.700
C -0.237 1.354 0.524
N -0.862 -0.330 -1.053
N 1.063 -1.641 0.426
O 1.361 -0.538 0.915
H 0.391 1.233 -1.545
H -0.735 0.971 1.416
H 0.420 2.235 0.937
H -0.201 -0.996 -1.471
H 0.340 -2.145 0.850
H -1.317 -0.928 -0.298
*
```

Entry two
Computed, not measured: a single C2H6N2O molecule, with ωB97M-V/def2-TZVPD.

Output
LUMO: 0.90 eV
SMILES string: [H]/N=C(\N)OC
Molar mass: 74.083 g mol⁻¹
HOMO-LUMO gap: 0.36836 hartree

Geometry as ORCA input:
```
! wB97M-V def2-TZVPD RIJCOSX def2/J DEFGRID3
* xyz 0 1
C 1.706 -0.068 -0.007
C -0.573 0.116 -0.132
H 1.772 0.901 -0.663
H 1.944 0.215 1.094
H 2.484 -0.875 -0.311
H -1.511 -1.672 0.191
H -2.679 -0.398 -0.152
H -1.426 1.784 -0.010
N -1.651 -0.662 0.026
N -0.508 1.370 0.025
O 0.442 -0.711 -0.061
*
```

Sorted by energy, starting with the most stable: entry two, entry one.

Entry one
Computed, not measured: 2 unconnected molecules or ions with the total composition C2H6N2O, with ωB97M-V/def2-TZVPD.

Output
LUMO (spin up / spin down): 0.75 / 0.75 eV
Molar mass: 74.083 g mol⁻¹
HOMO-LUMO gap (spin up / spin down): 0.30968 / 0.30971 hartree

Geometry as ORCA input:
```
! wB97M-V def2-TZVPD RIJCOSX def2/J DEFGRID3
* xyz 0 1
C -0.695 0.434 -0.162
C 1.949 -0.133 0.106
N -2.011 0.450 0.149
N -0.019 -0.604 0.084
O -0.308 -1.718 0.502
H -0.229 1.232 -0.746
H 2.518 -0.723 0.676
H 1.714 0.841 0.306
H 2.060 -0.331 -1.010
H -2.602 1.040 -0.292
H -2.377 -0.489 0.388
*
```

Entry two
Computed, not measured: 3 unconnected molecules or ions with the total composition C2H6N2O, with ωB97M-V/def2-TZVPD.

Output
LUMO: 0.18 eV
Molar mass: 74.083 g mol⁻¹
HOMO-LUMO gap: 0.34679 hartree

Geometry as ORCA input:
```
! wB97M-V def2-TZVPD RIJCOSX def2/J DEFGRID3
* xyz 0 1
C 0.082 0.080 -1.269
C 1.107 0.245 1.017
H -0.292 -0.782 -1.924
H -0.712 1.049 -1.358
H 1.018 0.406 -1.648
H -1.973 -1.391 0.176
H -1.510 0.620 1.207
H 2.007 0.483 0.482
N 0.241 -0.521 0.217
N -0.984 -0.649 0.903
O 1.017 0.460 2.196
*
```

Sorted by energy, starting with the most stable: entry one, entry two.

Entry one
Computed, not measured: a molecular structure, C37H48BCrIN6O4S3Si, with ωB97M-V/def2-TZVPD.

Output
LUMO (spin up / spin down): 3.76 / 3.73 eV
Molar mass: 954.828 g mol⁻¹
HOMO-LUMO gap (spin up / spin down): 0.12904 / 0.20321 hartree

Geometry as ORCA input:
```
! wB97M-V def2-TZVPD RIJCOSX def2/J DEFGRID3
* xyz -2 5
Cr -0.726 0.926 0.656
N -0.319 2.144 3.947
C -1.142 2.853 3.120
N -1.575 2.432 1.964
C -2.528 3.287 1.427
C -2.769 4.396 2.161
S -1.814 4.373 3.604
C -3.170 2.834 0.192
C -3.850 3.613 -0.677
S -4.402 2.622 -1.990
C -3.646 1.177 -1.241
N -3.031 1.500 -0.085
N -3.707 -0.014 -1.746
H 0.010 1.278 3.526
H 0.401 2.684 4.402
H -3.459 5.193 1.954
H -3.973 4.682 -0.659
H -4.120 -0.021 -2.671
H -3.163 -1.296 -0.512
C 0.550 -3.583 -0.228
C 1.416 -2.796 -1.221
C 2.714 -2.386 -0.511
C 1.767 -3.708 -2.399
Si 0.523 -1.194 -1.756
O 0.062 -0.407 -0.451
C -0.877 -1.620 -2.966
C -1.031 -0.963 -4.188
C -2.078 -1.261 -5.052
C -3.002 -2.237 -4.713
C -2.884 -2.890 -3.494
C -1.845 -2.574 -2.632
C 1.797 -0.236 -2.794
C 2.346 0.949 -2.303
C 3.293 1.666 -3.024
C 3.719 1.209 -4.261
C 3.189 0.033 -4.774
C 2.241 -0.671 -4.047
H 1.149 -4.374 0.243
H -0.292 -4.066 -0.727
H 0.143 -2.948 0.557
H 3.261 -3.280 -0.184
H 2.516 -1.775 0.371
H 3.369 -1.807 -1.167
H 2.195 -4.648 -2.027
H 2.509 -3.250 -3.058
H 0.889 -3.954 -3.000
H -0.337 -0.179 -4.465
H -2.176 -0.719 -5.987
H -3.821 -2.472 -5.384
H -3.623 -3.627 -3.198
H -1.812 -3.048 -1.663
H 2.002 1.315 -1.344
H 3.685 2.597 -2.634
H 4.445 1.776 -4.832
H 3.505 -0.327 -5.747
H 1.830 -1.580 -4.474
I 1.734 -3.393 3.941
C 0.116 -2.098 3.643
C -0.980 -2.143 4.547
C -2.046 -1.268 4.197
C -1.956 -0.442 3.121
N -0.848 -0.369 2.299
C 0.159 -1.263 2.572
H -1.015 -2.814 5.389
H -2.955 -1.252 4.788
H -2.778 0.206 2.843
H 0.994 -1.244 1.890
C -3.988 -3.841 0.311
C -3.758 -2.478 0.961
C -5.056 -1.687 1.079
O -2.765 -1.757 0.274
H -4.676 -4.454 0.901
H -3.040 -4.372 0.219
H -4.410 -3.710 -0.690
H -3.362 -2.640 1.972
H -5.502 -1.534 0.095
H -4.851 -0.703 1.501
H -5.770 -2.211 1.721
C 4.651 1.187 1.070
C 3.433 1.549 1.907
C 3.664 1.123 3.354
O 2.325 0.782 1.427
B 1.194 1.575 1.281
O 1.527 2.901 1.588
C 2.944 3.033 1.747
C 3.206 3.923 2.953
C 3.459 3.722 0.488
H 4.864 0.125 1.200
H 5.529 1.759 1.384
H 4.475 1.361 0.011
H 3.875 0.053 3.372
H 2.771 1.287 3.959
H 4.502 1.656 3.807
H 2.779 3.506 3.864
H 2.746 4.895 2.776
H 4.277 4.070 3.110
H 3.182 3.157 -0.399
H 4.543 3.857 0.506
H 2.981 4.698 0.405
S 0.108 4.198 -2.812
C -0.216 3.095 -1.632
N -0.421 2.328 -0.779
*
```

Entry two
Computed, not measured: a molecular structure, C37H48BCrIN6O4S3Si, with ωB97M-V/def2-TZVPD.

Output
LUMO (spin up / spin down): 3.78 / 3.77 eV
Molar mass: 954.828 g mol⁻¹
HOMO-LUMO gap (spin up / spin down): 0.11273 / 0.23100 hartree

Geometry as ORCA input:
```
! wB97M-V def2-TZVPD RIJCOSX def2/J DEFGRID3
* xyz -2 5
Cr -0.472 -0.020 -0.183
N 3.957 -1.175 1.991
C 4.018 -0.420 0.851
N 3.034 0.293 0.424
C 3.360 1.004 -0.692
C 4.636 0.844 -1.138
S 5.475 -0.253 -0.097
C 2.344 1.929 -1.221
C 2.604 2.859 -2.169
S 1.256 3.921 -2.336
C 0.423 3.016 -1.102
N 1.077 1.975 -0.653
N -0.763 3.444 -0.639
H 3.013 -1.243 2.366
H 4.452 -2.050 1.972
H 5.122 1.294 -1.988
H 3.522 3.013 -2.709
H -1.312 4.007 -1.264
H -1.289 2.771 -0.071
C -4.779 -0.979 1.259
C -4.021 -2.277 1.570
C -3.226 -2.056 2.862
C -5.049 -3.389 1.797
Si -2.766 -2.647 0.175
O -1.733 -1.456 0.040
C -3.732 -2.995 -1.434
C -3.599 -4.177 -2.167
C -4.304 -4.394 -3.346
C -5.176 -3.427 -3.823
C -5.324 -2.240 -3.117
C -4.608 -2.032 -1.947
C -1.958 -4.331 0.600
C -0.590 -4.425 0.872
C -0.008 -5.616 1.295
C -0.773 -6.765 1.415
C -2.123 -6.716 1.094
C -2.698 -5.516 0.697
H -5.311 -0.639 2.156
H -5.527 -1.128 0.475
H -4.105 -0.176 0.956
H -3.916 -1.866 3.694
H -2.566 -1.190 2.784
H -2.616 -2.928 3.123
H -5.801 -3.046 2.520
H -4.591 -4.288 2.212
H -5.575 -3.662 0.876
H -2.916 -4.946 -1.822
H -4.165 -5.320 -3.894
H -5.727 -3.590 -4.742
H -5.987 -1.466 -3.487
H -4.717 -1.087 -1.435
H 0.044 -3.559 0.736
H 1.052 -5.639 1.520
H -0.321 -7.695 1.740
H -2.732 -7.612 1.158
H -3.753 -5.510 0.447
I 2.476 2.353 4.461
C 1.521 0.674 3.639
C 1.529 -0.543 4.371
C 0.799 -1.583 3.732
C 0.237 -1.399 2.500
N 0.344 -0.246 1.758
C 0.948 0.804 2.414
H 1.963 -0.634 5.354
H 0.643 -2.537 4.227
H -0.357 -2.175 2.054
H 0.979 1.743 1.882
C -2.096 -0.496 -3.690
C -2.243 0.589 -2.623
C -2.545 1.932 -3.300
O -1.123 0.699 -1.831
H -3.010 -0.584 -4.288
H -1.879 -1.458 -3.227
H -1.258 -0.247 -4.350
H -3.129 0.337 -2.016
H -1.651 2.275 -3.832
H -2.821 2.683 -2.559
H -3.369 1.844 -4.016
C 2.560 -4.531 -1.417
C 2.274 -3.109 -1.871
C 3.577 -2.454 -2.313
O 1.771 -2.352 -0.758
B 0.757 -1.480 -1.192
O 0.465 -1.792 -2.521
C 1.139 -2.977 -2.932
C 1.626 -2.773 -4.361
C 0.126 -4.117 -2.905
H 3.309 -4.506 -0.623
H 2.956 -5.131 -2.242
H 1.668 -5.016 -1.030
H 4.287 -2.497 -1.487
H 3.420 -1.403 -2.562
H 4.018 -2.963 -3.174
H 2.214 -1.861 -4.447
H 0.760 -2.679 -5.020
H 2.229 -3.620 -4.700
H -0.277 -4.260 -1.903
H 0.564 -5.059 -3.246
H -0.703 -3.856 -3.565
S -3.300 2.036 3.384
C -2.524 1.695 1.979
N -1.970 1.456 0.976
*
```

Sorted by energy, starting with the most stable: entry one, entry two.

Entry one
Computed, not measured: a single C6H10O2S2 molecule, with ωB97M-V/def2-TZVPD.

Output
LUMO: 0.48 eV
SMILES string: CC(C)=C1SCCS1(=O)=O
Molar mass: 178.278 g mol⁻¹
HOMO-LUMO gap: 0.32941 hartree

Geometry as ORCA input:
```
! wB97M-V def2-TZVPD RIJCOSX def2/J DEFGRID3
* xyz 0 1
C 0.229 0.246 -0.084
C -0.594 1.136 -0.711
C 1.961 -1.698 0.295
C 1.299 -1.677 1.702
C -2.039 0.953 -0.601
C -0.149 2.094 -1.873
O -1.297 -1.706 1.316
O -0.441 0.146 2.571
S 1.904 0.069 -0.315
S -0.244 -0.747 1.476
H 2.915 -2.042 0.232
H 1.314 -2.224 -0.358
H 1.052 -2.767 2.073
H 1.806 -1.102 2.344
H -2.337 0.500 -1.586
H -2.348 0.202 0.091
H -2.803 1.801 -0.540
H -0.082 1.509 -2.831
H -0.903 2.843 -1.852
H 0.755 2.465 -1.349
*
```

Entry two
Computed, not measured: 2 unconnected molecules or ions with the total composition C6H10O2S2, with ωB97M-V/def2-TZVPD.

Output
LUMO (spin up / spin down): -0.30 / -1.19 eV
Molar mass: 178.278 g mol⁻¹
HOMO-LUMO gap (spin up / spin down): 0.29498 / 0.27344 hartree

Geometry as ORCA input:
```
! wB97M-V def2-TZVPD RIJCOSX def2/J DEFGRID3
* xyz 0 1
C -0.852 1.319 0.932
C 2.544 -0.811 0.705
C 2.506 -0.205 -0.687
C 0.166 0.505 0.397
C -1.825 0.804 1.840
C -1.291 0.014 -1.605
O -0.905 2.465 0.446
O 2.296 2.131 0.486
S 0.735 -0.954 1.079
S 1.500 1.368 -0.477
H 3.037 -1.678 0.815
H 3.113 -0.131 1.379
H 3.530 0.191 -0.970
H 2.174 -0.960 -1.580
H -2.661 1.517 1.682
H -1.497 0.916 2.907
H -2.036 -0.274 1.768
H -0.741 -0.859 -1.893
H -1.251 0.953 -2.071
H -2.243 -0.141 -1.081
*
```

Sorted by energy, starting with the most stable: entry one, entry two.